{"formula": "C6H6O2", "method": "the ωB97M-V functional and the def2-TZVPD basis", "symbols": ["C", "C", "C", "C", "C", "C", "H", "H", "H", "H", "H", "H", "O", "O"], "xyz": [[2.65428, -0.35748, -0.05407], [-2.87802, -0.14422, 0.16096], [-1.59904, 0.65313, 0.67637], [-0.45008, 0.28787, -0.24267], [0.67350, 1.22226, -0.21728], [1.97959, 0.71097, -0.66162], [-3.86918, 0.15291, 0.60723], [-2.40432, 1.79617, 1.21991], [-1.47757, -0.08136, 1.95544], [-0.62094, -1.09212, -1.02042], [0.80846, 2.35588, 0.27448], [2.87229, 1.24466, -1.04809], [3.20258, -1.19806, 0.58686], [-2.90136, -1.12835, -0.58171]], "forces_ev_per_a": [[-1.40, -0.06, 1.38], [-0.18, -1.61, -0.01], [-4.51, -2.37, 3.15], [2.69, 2.41, 0.09], [-1.54, -1.93, 0.20], [3.57, -2.41, 1.22], [0.71, 0.16, -0.15], [3.51, -2.77, -2.08], [-0.27, 2.21, -3.66], [0.64, 4.55, 2.63], [-1.30, -3.29, -1.23], [-1.09, 0.55, -0.31], [-1.43, 2.39, -2.42], [0.59, 2.18, 1.19]], "nbo_charge": [0.76, 0.40, -0.54, -0.26, -0.22, -0.57, 0.12, 0.27, 0.23, 0.32, 0.25, 0.26, -0.45, -0.55], "e_homo_ha": -0.308, "total_charge": 0, "gap_ev": 8.403, "e_lumo_ha": 0.0005, "multiplicity": 1}